C40H55BrCeN2O4PS4SeSi as an isolated structure at a distorted geometry. Source: the Open Molecules 2025 dataset; level of theory: ωB97M-V/def2-TZVPD.

Calculated values
**E_LUMO (spin up / spin down)**: 0.13039 / 0.13039 Eh
**Spin multiplicity**: 2
**HOMO-LUMO gap (spin up / spin down)**: 0.206 / 0.208 Ha
**Charge**: -2
**Energy relative to the best compared isomer or geometry (same formula, charge and spin)**: 154.3 kJ/mol
**E_HOMO (spin up / spin down)**: -2.1 / -2.1 eV

Each line ends with the Löwdin spin population.
Positions of all 110 atoms, in Å:
Ce: 0.264 -0.772 2.100  1.002
C: 0.376 4.132 2.285  0.000
N: -0.701 3.245 2.671  0.000
C: -1.999 3.619 2.170  0.000
C: -2.061 3.595 0.630  0.000
N: -2.132 2.273 0.049  0.000
C: -0.890 1.536 0.104  0.001
C: -3.336 1.564 0.308  0.000
C: -4.420 1.961 -0.468  0.000
C: -5.653 1.341 -0.398  0.000
C: -5.811 0.266 0.464  0.000
C: -4.758 -0.127 1.259  0.000
C: -3.512 0.520 1.244  0.000
S: -2.413 0.106 2.546  -0.002
C: -0.631 2.754 3.987  0.000
C: -1.569 3.067 4.963  0.000
C: -1.464 2.559 6.247  0.001
C: -0.414 1.722 6.576  0.000
C: 0.529 1.400 5.619  0.001
C: 0.429 1.888 4.322  0.000
S: 1.674 1.464 3.152  -0.002
H: 1.179 4.057 3.013  0.000
H: 0.029 5.175 2.245  0.000
H: 0.785 3.847 1.314  0.000
H: -2.291 4.636 2.509  0.000
H: -2.722 2.893 2.552  0.000
H: -1.189 4.102 0.207  0.000
H: -2.952 4.154 0.323  0.000
H: -0.155 2.050 -0.526  0.000
H: -1.064 0.535 -0.307  0.000
H: -0.446 1.447 1.129  0.000
H: -4.277 2.795 -1.142  0.000
H: -6.473 1.696 -1.008  0.000
H: -6.765 -0.243 0.529  0.000
H: -4.888 -0.931 1.970  0.000
H: -2.389 3.730 4.727  0.000
H: -2.210 2.817 6.989  0.000
H: -0.328 1.308 7.571  0.000
H: 1.348 0.737 5.854  0.000
O: 1.619 -3.010 1.178  0.001
Se: 1.145 -2.018 -0.103  0.002
O: 0.613 -2.654 3.357  -0.001
O: -0.484 -1.790 0.168  -0.001
O: 1.683 -0.528 0.424  -0.001
S: 1.715 -5.440 2.883  0.000
P: 1.951 -3.543 3.274  0.000
S: -0.048 -1.666 4.733  -0.002
C: 3.559 -2.763 2.780  0.000
C: 4.649 -3.621 2.802  0.000
C: 5.917 -3.139 2.534  0.000
C: 6.104 -1.800 2.233  0.000
C: 5.021 -0.938 2.233  0.000
C: 3.755 -1.415 2.524  0.000
C: 2.453 -3.376 5.063  0.000
C: 2.696 -2.088 5.540  0.000
C: 3.117 -1.895 6.843  0.000
C: 3.321 -2.988 7.669  0.000
C: 3.078 -4.266 7.197  0.000
C: 2.638 -4.460 5.897  0.000
H: 4.487 -4.666 3.032  0.000
H: 6.767 -3.809 2.557  0.000
H: 7.095 -1.433 1.994  0.000
H: 5.153 0.111 2.010  0.000
H: 2.916 -0.715 2.524  0.000
H: 2.553 -1.226 4.894  0.000
H: 3.292 -0.891 7.210  0.000
H: 3.667 -2.842 8.684  0.000
H: 3.235 -5.121 7.842  0.000
H: 2.438 -5.452 5.513  0.000
C: 1.789 1.246 -5.929  0.000
C: 0.384 1.502 -5.380  0.000
C: 0.520 2.655 -4.382  0.000
C: -0.513 1.966 -6.530  0.000
Si: -0.273 -0.130 -4.498  0.000
Br: 1.123 -0.264 -2.624  0.000
C: 0.128 -1.762 -5.528  0.000
C: -0.625 -2.938 -4.899  0.000
C: -0.290 -1.644 -6.997  0.000
C: 1.616 -2.129 -5.483  0.000
C: -2.113 -0.011 -3.858  0.000
C: -3.137 -0.180 -4.984  0.000
C: -2.359 1.357 -3.220  0.000
C: -2.394 -1.052 -2.770  0.000
H: 2.229 2.180 -6.273  0.000
H: 1.769 0.553 -6.765  0.000
H: 2.418 0.846 -5.142  0.000
H: 0.984 3.507 -4.877  0.000
H: 1.149 2.355 -3.551  0.000
H: -0.438 2.975 -3.991  0.000
H: -0.048 2.815 -7.033  0.000
H: -1.486 2.283 -6.163  0.000
H: -0.660 1.178 -7.263  0.000
H: -1.699 -2.823 -5.012  0.000
H: -0.385 -3.017 -3.842  0.000
H: -0.336 -3.872 -5.383  0.000
H: -1.345 -1.401 -7.088  0.000
H: -0.108 -2.589 -7.511  0.000
H: 0.286 -0.875 -7.505  0.000
H: 1.952 -2.227 -4.456  0.000
H: 2.238 -1.387 -5.973  0.000
H: 1.769 -3.089 -5.978  0.000
H: -2.991 0.567 -5.761  0.000
H: -4.141 -0.061 -4.578  0.000
H: -3.078 -1.164 -5.440  0.000
H: -2.317 2.159 -3.952  0.000
H: -1.644 1.552 -2.431  0.000
H: -3.346 1.369 -2.765  0.000
H: -2.454 -2.058 -3.169  0.000
H: -3.343 -0.827 -2.286  0.000
H: -1.631 -1.047 -1.996  0.000

---

C3H3NO2 as an isolated structure at a distorted geometry. Source: the Open Molecules 2025 dataset; level of theory: ωB97M-V/def2-TZVPD.

Calculated values
**E_LUMO**: 0.00489 Eh
**HOMO-LUMO gap**: 0.363 Ha
**Energy relative to the best compared isomer or geometry (same formula, charge and spin)**: 275.3 kJ/mol
**E_HOMO**: -9.7 eV

Each line ends with the Mulliken charge.
Positions of all 9 atoms, in Å:
O: 2.489 -0.199 -0.734  -0.249
C: 1.478 0.105 -0.305  0.351
C: 0.006 0.379 1.042  -0.292
N: -1.096 0.494 0.328  -0.477
C: -1.147 -0.296 -0.752  0.170
O: -0.155 -0.891 -1.220  -0.556
H: 0.306 -0.594 1.451  0.298
H: 0.346 1.246 1.608  0.366
H: -2.101 -0.314 -1.292  0.389

---

A 4-piece molecular cluster, C24H29BBrFIN3O11S2 overall at a distorted geometry. Source: the Open Molecules 2025 dataset; level of theory: ωB97M-V/def2-TZVPD.

Calculated values
**E_LUMO**: 0.00531 Eh
**HOMO-LUMO gap**: 0.331 Ha
**E_HOMO**: -8.9 eV

Each line ends with the Mulliken charge.
Positions of all 73 atoms, in Å:
N: 5.176 0.866 -1.527  -0.672
B: 3.878 0.190 -1.399  0.573
O: 3.735 -0.970 -0.622  -0.346
C: 2.579 0.717 -2.170  0.524
C: 2.606 1.005 -3.533  0.107
S: 4.098 0.814 -4.532  -0.332
C: 1.454 1.434 -4.215  -0.730
C: 0.292 1.552 -3.478  0.766
C: 0.213 1.275 -2.100  -1.090
C: 1.372 0.858 -1.447  -0.364
Br: 1.221 0.502 0.434  -0.049
N: -1.019 1.390 -1.375  0.946
C: -1.357 2.796 -1.075  -0.439
C: -1.603 2.974 0.460  -0.534
F: -1.744 1.754 1.137  -0.210
C: -2.092 0.705 -2.035  -0.971
C: -2.887 -0.197 -1.320  -0.617
C: -3.929 -0.836 -1.979  -0.618
C: -4.202 -0.616 -3.328  -0.385
I: -5.784 -1.636 -4.323  0.096
C: -3.419 0.272 -4.060  0.308
N: -3.628 0.568 -5.452  -0.602
C: -2.843 -0.022 -6.196  0.835
O: -2.163 -0.605 -6.962  -0.454
C: -2.375 0.910 -3.390  1.010
S: -1.265 2.047 -4.239  -0.252
H: 5.713 0.522 -0.728  0.252
H: 5.579 0.468 -2.379  0.250
H: 3.482 -1.678 -1.230  0.241
H: 3.564 0.238 -5.643  0.169
H: 1.417 1.648 -5.283  0.392
H: -2.284 3.125 -1.577  0.448
H: -0.555 3.496 -1.359  0.412
H: -2.529 3.540 0.672  0.264
H: -0.798 3.527 0.973  0.275
H: -2.645 -0.366 -0.268  0.572
H: -4.551 -1.565 -1.457  0.360
C: 0.455 -0.374 3.546  -0.366
O: 1.042 -1.120 4.613  -0.342
C: 1.980 -0.457 5.291  0.713
O: 2.345 0.668 5.076  -0.546
O: 2.442 -1.261 6.251  -0.337
C: 3.461 -0.677 7.063  -0.628
H: -0.287 -1.012 3.071  0.348
H: -0.044 0.517 3.926  0.340
H: 1.208 -0.103 2.806  -0.122
H: 3.081 0.202 7.583  0.291
H: 4.332 -0.418 6.461  0.295
H: 3.753 -1.421 7.800  0.220
C: 4.738 -3.391 1.628  -0.619
O: 4.262 -4.367 0.698  -0.272
C: 5.107 -5.375 0.481  0.766
O: 6.188 -5.513 0.987  -0.535
O: 4.542 -6.206 -0.400  -0.320
C: 5.342 -7.341 -0.729  -0.637
H: 3.972 -2.627 1.721  0.152
H: 4.905 -3.840 2.606  0.363
H: 5.651 -2.924 1.260  0.284
H: 5.533 -7.947 0.156  0.293
H: 6.280 -7.031 -1.189  0.291
H: 4.781 -7.935 -1.446  0.223
C: -8.003 4.965 0.944  -0.648
O: -6.733 4.358 0.705  -0.330
C: -6.498 3.272 1.445  0.674
O: -7.245 2.797 2.258  -0.543
O: -5.289 2.808 1.126  -0.123
C: -4.898 1.637 1.846  -0.406
H: -8.076 5.830 0.288  0.225
H: -8.811 4.275 0.704  0.292
H: -8.081 5.301 1.977  0.292
H: -5.582 0.813 1.643  0.339
H: -4.850 1.840 2.915  0.314
H: -3.906 1.359 1.502  -0.075

---

C8H23N2O3Si as an isolated structure at a distorted geometry. Source: the Open Molecules 2025 dataset; level of theory: ωB97M-V/def2-TZVPD.

Calculated values
**E_LUMO**: -0.08146 Eh
**HOMO-LUMO gap**: 0.386 Ha
**Charge**: +1
**Energy relative to the best compared isomer or geometry (same formula, charge and spin)**: 141.6 kJ/mol
**E_HOMO**: -12.7 eV

Each line ends with the Mulliken charge.
Positions of all 37 atoms, in Å:
C: -0.893 3.698 -0.924  -1.518
C: -1.251 -1.735 2.776  -1.152
C: -3.122 -1.384 1.534  -1.197
C: 2.373 -0.467 -3.213  -0.663
C: 2.948 1.130 1.468  -0.665
C: -1.009 2.240 -0.644  0.105
C: -0.033 1.578 -1.632  -0.730
C: -1.470 -2.863 0.631  0.388
N: -0.330 -3.477 0.611  -0.259
N: -1.971 -2.184 1.616  0.049
O: 1.854 -0.781 -1.975  -0.381
O: 2.611 0.565 0.108  -0.417
O: 0.169 -1.063 -0.094  0.109
Si: 0.736 -0.096 -1.102  -0.055
H: -1.264 3.890 -1.889  0.365
H: -1.266 4.433 -0.190  0.364
H: 0.124 3.998 -0.827  0.399
H: -1.808 -1.291 3.554  0.432
H: -0.619 -2.514 3.034  0.435
H: -0.449 -0.931 2.424  0.253
H: -3.796 -1.503 0.734  0.406
H: -3.695 -1.674 2.355  0.464
H: -2.888 -0.350 1.740  0.359
H: 2.626 -1.357 -3.668  0.297
H: 3.097 0.335 -3.106  0.268
H: 1.581 -0.067 -3.920  0.278
H: 3.566 1.970 1.286  0.344
H: 3.612 0.545 2.144  0.261
H: 1.989 1.407 1.866  0.244
H: -0.670 1.992 0.370  0.151
H: -1.947 1.801 -0.958  0.263
H: 0.693 2.395 -2.007  0.401
H: -0.675 1.240 -2.469  0.344
H: -2.027 -3.025 -0.287  0.390
H: 0.288 -3.401 1.353  0.105
H: 0.026 -4.140 -0.080  0.252
H: 2.888 1.086 -0.618  0.312

---

A 8-piece molecular cluster, H16O8 overall. Source: the Open Molecules 2025 dataset; level of theory: ωB97M-V/def2-TZVPD.

Calculated values
**E_LUMO**: 0.00942 Eh
**HOMO-LUMO gap**: 0.403 Ha
**Energy relative to the best compared isomer or geometry (same formula, charge and spin)**: 220.4 kJ/mol
**E_HOMO**: -10.7 eV

Each line ends with the Mulliken charge.
Positions of all 24 atoms, in Å:
O: 2.694 0.356 2.171  -0.617
H: 3.537 0.739 1.916  0.301
H: 2.286 0.096 1.339  0.340
O: -2.143 -0.252 -2.745  -0.612
H: -1.526 -0.991 -2.698  0.315
H: -2.864 -0.502 -2.159  0.289
O: -0.532 2.198 -3.382  -0.649
H: -0.844 1.712 -4.151  0.308
H: -0.739 1.605 -2.650  0.348
O: -2.422 1.164 0.193  -0.618
H: -1.916 0.404 -0.140  0.302
H: -3.156 0.783 0.683  0.309
O: 0.349 -2.552 2.312  -0.572
H: -0.233 -2.200 2.991  0.289
H: 0.854 -3.254 2.732  0.284
O: -0.586 0.379 2.524  -0.550
H: -1.445 0.324 2.954  0.255
H: -0.648 1.171 1.977  0.301
O: 2.719 0.650 -0.825  -0.625
H: 3.165 -0.187 -0.998  0.336
H: 3.267 1.307 -1.268  0.280
O: -0.261 -0.766 -0.270  -0.570
H: 0.515 -0.679 -0.835  0.253
H: -0.070 -1.505 0.327  0.304